Entry from the Open Molecules 2025 dataset: a molecular structure, C33H43B2FeN6O2S3 (the ωB97M-V functional and the def2-TZVPD basis).

2S+1	5
total energy	-4270.2227	a.u.
⟨S²⟩	6.068
LUMO (spin up / spin down)	-3.5 / -3.4	eV
total charge	+1
relative energy (zero: lowest compared OMol25 entry of this formula, charge and spin)	17.5	kcal/mol
frontier orbital gap (spin up / spin down)	6.41 / 7.09	eV

Geometry as XYZ:
```
90
Properties=species:S:1:pos:R:3:forces:R:3:mulliken_charge:R:1
Fe 0.17770 0.05064 -0.21526 -0.227 -0.079 0.127 -0.796
C 0.54742 -1.99548 4.42789 -0.030 -0.022 -0.034 -1.910
C -0.01658 -2.65643 3.21094 0.015 0.650 -0.069 0.353
C -0.17159 -3.99492 3.08260 -0.067 -0.576 0.066 -0.426
C -0.69336 -4.56290 1.89503 -0.054 0.161 -0.051 -0.315
N -1.03470 -3.79486 0.88657 0.053 -0.229 0.124 -0.818
N -0.86777 -2.48355 1.01450 -0.426 0.200 -1.310 0.512
B -1.32661 -1.52272 -0.17685 -0.101 -0.138 0.426 1.206
N -2.62517 -0.75690 0.26190 0.206 -0.234 -0.194 0.315
N -3.52870 -1.57947 0.82530 0.195 0.181 0.001 -0.107
C -4.63211 -1.07091 1.29625 -0.120 0.015 0.055 -0.278
C -4.88380 0.31869 1.18917 -0.233 -0.174 0.161 -0.364
C -3.99202 1.14750 0.59490 0.227 0.234 -0.176 0.526
C -4.23143 2.61984 0.47357 0.020 -0.058 -0.003 -1.954
C -2.77312 0.57255 0.11413 -0.110 0.137 0.007 0.528
S -1.56078 1.59016 -0.57612 -0.315 -0.109 0.080 -0.350
C -5.61561 -2.05922 1.92221 0.064 0.067 -0.025 2.241
C -6.18679 -2.92520 0.79437 -0.014 0.047 -0.040 -1.205
C -4.86852 -2.95011 2.92084 0.064 -0.013 0.032 -1.581
C -6.75677 -1.33774 2.63778 -0.025 -0.019 0.058 -2.281
N -1.52503 -2.23613 -1.55005 -0.056 -0.089 0.447 0.305
N -2.46961 -3.21035 -1.63666 0.088 0.270 -0.088 0.002
C -2.67192 -3.74622 -2.80820 -0.024 0.016 0.061 0.276
C -1.96501 -3.29805 -3.95839 -0.237 -0.251 -0.152 -0.620
C -1.01186 -2.35010 -3.86972 0.310 0.233 0.005 0.277
C -0.22072 -1.86134 -5.04277 -0.024 0.003 0.069 -1.938
C -0.77184 -1.82150 -2.56358 0.060 0.013 -0.377 0.738
S 0.48964 -0.69382 -2.31143 0.084 -0.428 0.083 -0.141
C -3.68302 -4.87317 -2.96112 0.109 0.030 -0.037 2.164
C -2.96403 -6.08576 -3.57380 -0.004 -0.017 -0.048 -1.700
C -4.80554 -4.40274 -3.89492 -0.044 0.025 -0.030 -1.784
C -4.27312 -5.28899 -1.62448 -0.081 0.019 0.085 -1.512
C -0.37553 -1.87455 2.07764 0.289 0.110 0.735 1.091
S -0.15885 -0.16496 2.01011 -0.042 -0.308 0.313 -0.451
C -0.96948 -6.05406 1.74209 0.036 0.131 0.037 2.491
C -0.59977 -6.51189 0.32896 -0.008 -0.026 -0.071 -1.466
C -2.47249 -6.25132 1.99162 -0.016 -0.041 0.056 -1.348
C -0.17671 -6.87356 2.76190 0.031 -0.083 -0.007 -2.240
H 0.81416 -2.73532 5.17949 0.001 0.008 0.002 0.395
H -0.17414 -1.29864 4.85914 0.000 -0.010 -0.020 0.369
H 1.43153 -1.41227 4.16312 -0.004 -0.014 0.002 0.396
H 0.11962 -4.63972 3.90160 -0.016 0.002 -0.042 0.426
H -5.79359 0.73210 1.60171 -0.007 -0.024 -0.030 0.483
H -5.20451 2.88337 0.88326 0.012 -0.001 -0.001 0.374
H -4.18556 2.93533 -0.56944 -0.004 -0.020 -0.004 0.398
H -3.45487 3.17634 1.00017 -0.002 -0.010 0.010 0.390
H -5.37821 -3.41151 0.25189 -0.033 0.030 0.101 -0.219
H -6.76291 -2.32246 0.08781 0.013 -0.014 0.003 0.428
H -6.84657 -3.69110 1.20557 0.002 0.015 -0.002 0.448
H -4.01618 -3.44008 2.44735 -0.044 0.009 0.002 0.113
H -5.54199 -3.72014 3.30115 0.000 0.025 0.008 0.462
H -4.50530 -2.36739 3.77132 0.004 -0.007 -0.028 0.404
H -7.36429 -0.74511 1.95112 0.005 -0.016 0.003 0.447
H -6.39235 -0.68599 3.43570 -0.001 -0.011 -0.025 0.465
H -7.41667 -2.07686 3.09410 0.022 0.005 -0.008 0.407
H -2.19885 -3.72926 -4.92426 0.013 -0.013 0.054 0.371
H -0.54776 -2.35210 -5.95686 -0.006 -0.003 0.008 0.398
H 0.84286 -2.05801 -4.89739 -0.005 -0.009 0.012 0.413
H -0.32916 -0.78184 -5.15997 -0.013 -0.009 0.012 0.399
H -2.59499 -5.88780 -4.58155 -0.004 -0.002 0.020 0.367
H -3.66000 -6.92348 -3.63986 0.007 0.017 -0.004 0.488
H -2.11928 -6.39641 -2.95507 -0.020 0.004 0.004 0.259
H -4.43867 -4.15498 -4.89307 -0.001 0.000 0.030 0.349
H -5.31013 -3.52344 -3.48849 0.004 -0.024 0.001 0.360
H -5.54536 -5.19719 -4.00557 0.018 0.011 -0.001 0.469
H -3.50118 -5.66465 -0.95753 0.087 -0.033 0.091 0.192
H -5.00217 -6.08382 -1.79124 0.011 0.013 0.028 0.635
H -4.77230 -4.46154 -1.12499 0.037 -0.050 -0.123 -0.019
H -1.02932 -5.85686 -0.42846 -0.051 -0.017 0.021 0.076
H -0.97306 -7.52437 0.16682 0.035 -0.003 0.007 0.455
H 0.48376 -6.52526 0.19222 -0.017 0.031 0.007 0.426
H -3.06591 -5.61685 1.33516 -0.022 0.015 -0.096 -0.012
H -2.73308 -6.00493 3.02434 0.010 0.005 -0.023 0.354
H -2.74544 -7.29322 1.81442 0.004 0.014 0.016 0.504
H 0.89570 -6.67377 2.69942 -0.024 0.001 -0.015 0.466
H -0.32477 -7.93513 2.55975 -0.008 0.015 -0.003 0.428
H -0.50594 -6.69585 3.78758 -0.007 0.004 -0.030 0.404
O 3.19092 -0.03007 -0.92291 -0.462 -0.045 0.383 -0.282
B 2.25553 0.05031 0.13741 1.327 0.665 -0.493 0.139
O 2.95423 0.27384 1.33230 -0.422 -0.142 -0.211 -0.436
C 4.28834 0.36096 0.99435 -0.173 0.018 0.350 0.638
C 5.35808 0.60413 1.82223 0.198 0.011 -0.002 -0.957
C 6.61076 0.65624 1.21122 -0.078 -0.008 0.001 -0.495
C 6.75566 0.46615 -0.16143 -0.074 -0.011 -0.020 -0.533
C 5.65496 0.21884 -0.98162 0.194 0.014 0.026 -0.899
C 4.42935 0.17764 -0.36036 -0.090 -0.085 -0.330 0.677
H 5.23078 0.75366 2.88565 -0.003 0.000 -0.017 0.483
H 7.48613 0.85364 1.81510 -0.004 -0.010 -0.005 0.392
H 7.74226 0.51577 -0.60181 -0.003 -0.004 0.002 0.391
H 5.75409 0.07060 -2.04811 0.000 0.013 0.014 0.477
```
Positions in Å, forces in eV/Å.